{"formula": "C22H51N4O4ReSi", "method": "ωB97M-V with the def2-TZVPD basis set", "symbols": ["Re", "Si", "O", "O", "O", "O", "N", "N", "N", "N", "C", "C", "C", "C", "C", "C", "C", "C", "C", "C", "C", "C", "C", "C", "C", "C", "C", "C", "C", "C", "C", "C", "H", "H", "H", "H", "H", "H", "H", "H", "H", "H", "H", "H", "H", "H", "H", "H", "H", "H", "H", "H", "H", "H", "H", "H", "H", "H", "H", "H", "H", "H", "H", "H", "H", "H", "H", "H", "H", "H", "H", "H", "H", "H", "H", "H", "H", "H", "H", "H", "H", "H", "H"], "xyz": [[0.02498, -0.26041, -0.21921], [-0.10405, 0.03323, 3.32981], [1.33527, -0.52855, 3.69033], [-1.36047, -0.88152, 3.63122], [-0.04657, -0.17757, 1.51337], [-0.31087, 1.59765, 3.44481], [2.01235, 0.22663, -0.73265], [-0.77153, 1.74768, -0.34760], [0.80614, -2.27144, -0.51156], [-1.92294, -0.72508, -0.90749], [-0.42595, -3.11511, 4.01585], [2.75667, -0.97725, -1.24481], [-2.10987, 3.03172, 2.76561], [-2.01951, 1.71077, -1.16676], [0.18965, 2.79026, -0.82613], [3.49877, -1.13631, 4.46017], [3.19644, 0.64510, 2.71735], [-0.35720, -1.61247, -2.63771], [2.32036, 1.50186, -1.49270], [1.08955, 2.27330, -1.94344], [-2.30314, -2.70396, 2.40971], [2.30011, -2.19072, -0.46279], [-1.26522, 2.59831, 3.95263], [-0.42719, 3.74696, 4.48035], [-2.10801, 1.97034, 5.04522], [2.65164, 0.03556, 4.00455], [-1.68151, -2.30791, 3.74292], [-2.81464, 0.47992, -0.78849], [-2.68244, -2.42780, 4.87515], [2.50850, 1.07964, 5.09585], [0.27831, -2.75435, -1.83346], [-1.80766, -1.27443, -2.30750], [0.26643, -0.68690, -2.57168], [-2.67302, 2.18709, 2.35569], [0.30234, -3.00735, 3.20541], [1.91845, 1.93187, 4.76086], [-3.56440, -1.81914, 4.67684], [-2.82896, 3.79443, 3.06226], [2.36627, 0.37438, 0.22288], [-2.45005, -2.14911, -2.40620], [-0.29900, -1.84241, -3.70392], [-0.68165, -4.17067, 4.10561], [-2.23362, -2.10059, 5.81210], [-0.37877, 3.65722, -1.16630], [3.49324, 1.44060, 5.39243], [3.83045, -0.82079, -1.13659], [0.50815, 1.69238, -2.67064], [2.54492, -1.07161, -2.31101], [1.09481, -3.20629, -2.39594], [-2.30616, -1.45782, -0.30790], [4.51194, -0.80341, 4.68412], [0.21046, 4.16085, 3.69744], [3.34074, -0.15030, 1.97397], [-2.77996, 2.71969, 5.46303], [2.92540, 1.22767, -2.35595], [3.54961, -1.90540, 3.68722], [0.50809, -2.91881, 0.21521], [-3.69788, 0.35707, -1.41589], [4.16840, 1.10634, 2.89123], [2.75362, -3.10095, -0.85757], [-2.66379, -3.73167, 2.44300], [2.94102, 2.12569, -0.84874], [-2.99605, -3.46495, 4.99152], [0.78338, 3.10970, 0.03245], [-2.60817, 2.61554, -1.00801], [-1.73441, 1.68978, -2.22096], [-2.17616, -0.51484, -2.99503], [2.58380, -2.10125, 0.58828], [-1.47216, 1.61071, 5.85594], [-1.07572, 4.54079, 4.84958], [-1.04886, 2.00628, 0.60368], [0.19872, 3.41275, 5.30684], [-3.14226, 0.53421, 0.25124], [1.45825, 3.13038, -2.51098], [3.07996, -1.57764, 5.36340], [-2.70729, 1.14157, 4.67036], [-1.54495, -2.64389, 1.61426], [-0.45703, -3.53956, -1.65483], [2.52125, 1.42185, 2.34076], [0.05210, -2.80117, 4.94262], [-3.14563, -2.05143, 2.16909], [2.03763, 0.64140, 5.97649], [-1.46301, 3.48615, 2.00504]], "forces_ev_per_angstrom": [[-0.1, 0.0, 0.1], [0.0, 0.0, 0.0], [0.0, -0.1, 0.0], [0.0, 0.0, 0.1], [0.1, -0.1, 0.0], [0.1, 0.1, -0.2], [0.0, 0.0, -0.1], [0.0, 0.0, 0.0], [0.0, 0.0, 0.0], [0.0, 0.0, 0.0], [0.0, 0.0, 0.0], [0.0, 0.0, 0.0], [0.1, 0.1, 0.0], [0.0, 0.0, 0.0], [0.0, 0.0, 0.0], [0.0, 0.0, 0.0], [0.0, 0.0, 0.0], [0.0, 0.0, 0.0], [0.0, 0.0, 0.0], [0.0, 0.1, 0.0], [0.0, 0.0, -0.1], [0.0, 0.0, 0.0], [-0.1, -0.1, 0.1], [0.0, 0.0, 0.0], [0.0, 0.0, 0.1], [0.0, 0.0, 0.0], [0.0, 0.0, 0.0], [0.0, 0.0, 0.0], [0.0, 0.0, 0.0], [0.0, 0.0, 0.0], [0.0, 0.0, 0.0], [0.0, 0.0, 0.0], [0.0, 0.0, 0.0], [0.0, 0.0, 0.0], [0.0, 0.0, 0.0], [0.0, 0.0, 0.0], [0.0, 0.0, 0.0], [0.0, 0.0, 0.0], [0.0, 0.0, 0.0], [0.0, 0.0, 0.0], [0.0, 0.0, 0.0], [0.0, 0.0, 0.0], [0.0, 0.0, 0.0], [0.0, 0.0, 0.0], [0.0, 0.0, 0.0], [0.0, 0.0, 0.0], [0.0, 0.0, 0.0], [0.0, 0.0, 0.0], [0.0, 0.0, 0.0], [0.0, 0.0, 0.0], [0.0, 0.0, 0.0], [0.0, 0.0, 0.0], [0.0, 0.0, 0.0], [0.0, 0.0, 0.0], [0.0, 0.0, 0.0], [0.0, 0.0, 0.0], [0.0, 0.0, 0.0], [0.0, 0.0, 0.0], [0.0, 0.0, 0.0], [0.0, 0.0, 0.0], [0.0, 0.0, 0.0], [0.0, 0.0, 0.0], [0.0, 0.0, 0.0], [0.0, 0.0, 0.0], [0.0, 0.0, 0.0], [0.0, 0.0, 0.0], [0.0, 0.0, 0.0], [0.0, 0.0, 0.0], [0.0, 0.0, 0.0], [0.0, 0.0, 0.0], [0.0, 0.0, 0.0], [0.0, 0.0, 0.0], [0.0, 0.0, 0.0], [0.0, 0.0, 0.0], [0.0, 0.0, 0.0], [0.0, 0.0, 0.0], [0.0, 0.0, 0.0], [0.0, 0.0, 0.0], [0.0, 0.0, 0.0], [0.0, 0.0, 0.0], [0.0, 0.0, 0.0], [0.0, 0.0, 0.0], [-0.1, 0.0, 0.0]], "total_charge": 3, "e_homo_ev": [-18.1, -18.4], "energy_ev": -47780.173, "orbital_gap_ev": [7.82, 8.31], "fmax_ev_per_a": 0.2, "de_lowest_ev": 0.324, "spin_multiplicity": 2}



{"formula": "C22H52As3F3N4O3RbS", "method": "ωB97M-V with the def2-TZVPD basis set", "symbols": ["Rb", "As", "As", "As", "S", "F", "F", "F", "O", "O", "O", "N", "N", "N", "N", "C", "C", "C", "C", "C", "C", "C", "C", "C", "C", "C", "C", "C", "C", "C", "C", "C", "C", "C", "C", "C", "C", "H", "H", "H", "H", "H", "H", "H", "H", "H", "H", "H", "H", "H", "H", "H", "H", "H", "H", "H", "H", "H", "H", "H", "H", "H", "H", "H", "H", "H", "H", "H", "H", "H", "H", "H", "H", "H", "H", "H", "H", "H", "H", "H", "H", "H", "H", "H", "H", "H", "H", "H", "H"], "xyz": [[-0.12669, -1.51460, -0.07751], [-1.43128, 0.99328, 1.73719], [-0.96565, 5.82973, 0.77566], [1.77343, 0.36016, -1.94404], [-3.10337, -2.67022, -0.94331], [-2.58368, -0.47544, -2.45809], [-4.71741, -0.88690, -2.20680], [-3.52064, -2.11040, -3.56902], [-1.77483, -3.21807, -1.24965], [-3.12189, -1.85029, 0.27570], [-4.16609, -3.68439, -0.97238], [-0.05407, -4.13759, -0.22374], [1.83639, -0.49042, 1.33909], [-0.59827, -1.95616, 2.51105], [1.82963, -2.24017, -1.73970], [0.16728, -4.39793, 2.29002], [-1.27845, 2.20173, -0.16723], [-0.00519, 3.06898, -0.53078], [3.17461, -0.48897, 0.75009], [-0.16459, 3.68186, -1.93811], [1.64935, -3.68254, -1.95655], [-2.77733, 5.33503, 0.15462], [-0.42672, -4.89845, 0.96779], [0.08557, 0.22597, -2.93099], [-0.67292, -3.33655, 3.00985], [3.03455, 1.59607, -2.74683], [0.22329, 4.22261, 0.51899], [3.22086, -1.89361, -1.41657], [-2.11014, 2.60046, 2.63342], [0.39629, -1.15309, 3.23616], [-2.69712, -0.07775, 2.05661], [1.29347, -4.47755, -0.69097], [1.80727, -1.18651, 2.62907], [1.30282, 2.18320, -0.52006], [-0.49211, 6.90674, -0.81376], [-3.49506, -1.49447, -2.34349], [3.60210, -1.79251, 0.06499], [3.91121, -0.23074, 1.52209], [-3.23476, 4.59970, 0.84386], [-0.22337, 2.91611, -2.70353], [2.52677, -4.12899, -2.44043], [1.56853, 0.50758, 1.51130], [-1.06414, 4.27476, -2.02196], [3.22321, 0.32928, 0.02138], [0.04702, -0.11179, 3.23206], [2.04225, -4.31375, 0.08639], [-2.73120, -0.88213, 1.30042], [0.83279, -3.80836, -2.68021], [-0.72680, -4.39535, -0.98447], [-1.52073, -4.89423, 1.04418], [-2.12956, 2.27751, 3.69167], [1.62868, -1.77140, -2.65520], [-1.43207, 1.46723, -0.96544], [-0.15224, -5.95212, 0.82689], [2.48348, -0.67763, 3.32774], [-1.55312, 3.55776, 2.59189], [3.91355, -2.58540, -1.91303], [3.37621, 0.97586, -3.59626], [2.16442, 2.87722, -0.66251], [-3.40941, 6.24319, 0.15974], [-1.72458, -3.64630, 2.95070], [-2.45746, -0.49951, 3.04509], [3.27884, -2.67081, 0.62763], [1.20866, 4.68892, 0.31980], [0.73189, 4.32417, -2.17702], [2.16008, -2.21563, 2.53916], [2.62677, 2.55492, -3.13270], [-1.53396, -1.53170, 2.71665], [4.70002, -1.81889, 0.10390], [-2.78298, 4.93767, -0.88138], [3.89441, 1.80313, -2.07219], [-0.44091, -3.36997, 4.08209], [-1.93797, -0.00001, -1.09738], [3.42941, -0.92143, -1.88239], [1.32723, -5.54426, -0.94627], [-3.14474, 2.77292, 2.28535], [-3.66432, 0.44459, 2.08151], [-0.65638, 6.37855, -1.76599], [0.44206, -1.43132, 4.29624], [-0.10158, 1.02886, -3.66605], [-2.18777, 2.83317, -0.19487], [0.33764, 3.74362, 1.50960], [1.44205, 1.79145, 0.51186], [0.34779, -0.67755, -3.51033], [-1.11258, 7.82400, -0.82165], [0.57932, 7.20192, -0.74429], [0.20823, -5.26706, 2.96143], [-0.82943, -0.01681, -2.35964], [1.20612, -4.08219, 2.17387]], "forces_ev_per_angstrom": [[-1.0, 1.0, -0.5], [7.5, 7.7, -4.0], [0.0, -0.3, -0.2], [-3.0, 5.5, 2.8], [-1.2, -1.4, 1.0], [-3.2, -2.6, -3.0], [1.0, -0.9, 0.3], [0.0, -0.2, 1.1], [-3.3, 1.8, -1.6], [-0.6, -2.2, -2.3], [0.9, 1.3, -0.4], [1.6, -2.4, 0.1], [0.9, 1.0, 0.8], [-0.6, -0.2, 1.8], [1.1, -1.0, -1.5], [-0.3, -0.2, 0.1], [-0.1, 0.5, 0.1], [-0.1, -0.6, 0.8], [0.1, 0.3, 0.3], [0.9, 0.1, 0.2], [-0.3, -0.3, 0.0], [-0.4, -0.2, -0.3], [0.0, 0.0, -0.3], [1.3, 0.1, -1.9], [-0.3, -0.1, 0.0], [0.4, 0.3, -1.6], [0.4, -0.6, -0.2], [0.9, -0.7, -0.1], [-0.4, 0.1, 1.1], [0.2, 0.0, 0.2], [-6.1, -3.1, 1.2], [-0.4, 0.0, -0.3], [-0.5, 0.5, 0.2], [0.0, -0.4, 0.2], [0.3, 0.3, -0.3], [-0.3, 1.8, -1.4], [0.1, 0.2, -0.2], [0.2, -0.1, 0.1], [0.3, 0.4, -0.4], [0.0, -0.2, 0.0], [0.2, -0.1, 0.1], [0.1, -1.5, -0.1], [-0.2, 0.2, 0.0], [0.1, -0.2, 0.3], [0.3, -0.4, -0.1], [0.0, 0.1, 0.1], [0.0, 0.9, 0.9], [0.0, 0.0, 0.2], [1.2, 0.3, 1.3], [0.1, 0.2, 0.0], [-0.3, 0.5, -0.2], [0.2, -0.9, 1.1], [0.0, -0.2, 0.6], [0.1, -0.2, 0.1], [0.1, -0.1, 0.2], [-0.1, -0.8, -0.2], [0.0, -0.3, 0.1], [0.5, 0.7, 0.0], [-0.3, -0.5, -0.3], [0.4, -0.3, 0.1], [0.1, 0.0, -0.2], [-0.8, 0.5, 0.2], [-0.2, 0.0, 0.0], [-0.3, 0.0, 0.0], [-0.8, -0.4, 0.2], [0.0, 0.0, -0.2], [0.2, -0.6, 0.3], [1.8, -1.1, -0.6], [-0.1, 0.0, -0.1], [0.0, 0.1, 0.7], [-0.7, -0.3, -0.3], [0.2, 0.0, 0.1], [1.2, 0.6, 2.8], [0.5, -0.8, 0.3], [0.3, -0.2, -0.1], [0.3, 0.0, 0.2], [-0.1, -0.5, 0.1], [0.1, 0.2, 0.4], [0.2, -0.3, 0.1], [0.0, -0.3, 0.4], [0.3, -0.2, 0.2], [-0.2, 0.3, -0.3], [-0.3, 0.3, -0.7], [-0.5, 0.1, -0.3], [0.3, -0.4, 0.1], [-0.7, -0.2, -0.1], [0.0, 0.1, 0.0], [0.7, 0.5, 0.8], [0.0, 0.1, -0.1]], "total_charge": -1, "e_homo_ev": -1.4, "energy_ev": -237908.314, "orbital_gap_ev": 3.26, "fmax_ev_per_a": 11.5}